Record 1
Here is C3H2FO3Rb as an isolated structure in a non-equilibrium geometry from the Open Molecules 2025 dataset. Energies are from wB97M-V/def2-TZVPD.

Each line ends with the Löwdin charge.
Element x y z (Å)
1 H -1.854 -0.201 1.251  0.281
2 C 0.836 0.044 0.162  -0.402
3 Rb 5.409 0.829 -0.984  0.983
4 O -0.095 1.042 -0.239  0.305
5 O 0.123 -1.028 0.558  0.174
6 C -1.223 -0.836 0.368  0.035
7 O 1.995 0.210 0.187  0.261
8 F -2.180 0.974 -0.929  0.353
9 C -1.297 0.568 -0.124  -0.199
10 H -1.714 -1.602 -0.250  0.208

For the gap between HOMO and LUMO, the calculation gives 0.38556 Ha. As for the total energy: -12639.847 eV. Its net charge is +2. The value obtained for the LUMO energy is -10.055 eV.

=====

Record 2
Here is a 11-piece molecular cluster, C33H88O11 overall in a non-equilibrium geometry from the Open Molecules 2025 dataset. Energies are from wB97M-V/def2-TZVPD.

Each line ends with the Löwdin charge.
Element x y z (Å)
1 H 14.422 11.240 11.536  0.102
2 H 10.511 19.166 14.813  0.080
3 C 16.161 17.338 13.457  -0.071
4 H 12.363 11.959 15.049  0.081
5 C 9.629 18.520 14.827  -0.057
6 C 18.060 13.150 15.778  -0.515
7 H 17.003 13.534 19.430  0.031
8 C 10.812 16.438 13.976  -0.065
9 H 16.526 16.374 13.062  0.070
10 C 18.840 14.326 16.366  -0.046
11 H 8.841 14.766 15.990  0.078
12 H 19.075 11.710 16.538  0.094
13 H 7.289 7.319 14.534  0.094
14 H 15.341 14.623 21.299  0.067
15 O 13.531 13.265 16.914  -0.069
16 H 13.646 9.052 12.083  0.092
17 O 6.594 14.790 17.549  -0.045
18 C 16.487 12.774 21.170  -0.486
19 H 15.049 14.016 17.709  0.048
20 H 14.895 16.650 8.843  0.077
21 H 15.330 13.636 22.777  0.079
22 H 13.318 14.725 13.920  0.065
23 H 14.590 14.873 15.115  0.060
24 C 18.203 17.628 14.962  -0.044
25 H 18.431 13.612 13.734  0.088
26 C 14.376 14.995 11.017  -0.053
27 H 9.537 18.119 15.850  0.072
28 H 10.364 8.365 15.818  0.086
29 H 11.528 14.641 19.363  0.073
30 C 14.249 15.806 8.607  -0.063
31 H 15.523 17.771 12.685  0.078
32 H 13.381 9.814 9.604  0.085
33 H 9.001 13.507 17.200  0.087
34 H 8.728 19.084 14.617  0.071
35 H 13.698 12.914 9.819  0.027
36 H 12.368 11.225 9.269  0.068
37 H 13.219 16.155 8.652  0.083
38 H 14.698 14.167 11.655  0.060
39 C 8.047 15.057 19.378  -0.055
40 C 14.533 14.632 9.523  -0.469
41 H 9.955 15.032 17.304  0.071
42 H 9.019 15.424 19.747  0.075
43 H 18.230 15.207 16.540  0.036
44 H 11.086 12.464 16.139  0.063
45 H 10.334 7.362 12.702  0.060
46 C 11.127 12.660 20.042  -0.475
47 H 7.893 16.360 17.793  0.131
48 C 17.298 18.240 13.882  -0.477
49 C 11.317 11.771 21.287  -0.036
50 H 11.181 13.148 14.504  0.083
51 H 10.699 15.585 13.296  0.077
52 H 15.072 15.812 11.212  0.056
53 H 10.240 18.311 12.251  0.084
54 H 14.253 13.290 14.456  0.085
55 O 18.869 12.015 15.649  -0.043
56 H 10.803 15.991 14.980  0.049
57 H 9.489 9.829 15.499  0.080
58 H 12.793 13.960 20.402  0.075
59 H 15.849 16.050 16.832  0.111
60 H 11.433 11.137 18.823  0.104
61 H 19.123 18.194 15.103  0.086
62 C 12.764 13.835 15.861  -0.480
63 C 15.645 15.867 17.901  -0.452
64 O 9.449 17.821 12.473  -0.048
65 C 9.605 7.032 13.444  -0.058
66 C 15.394 11.921 20.567  -0.054
67 H 17.036 12.116 21.863  0.137
68 H 15.819 11.102 19.993  0.084
69 H 8.533 8.915 13.357  0.142
70 C 13.770 14.220 14.776  -0.026
71 H 11.804 16.864 13.781  0.081
72 C 8.981 14.592 17.074  -0.061
73 H 14.826 11.501 21.397  0.073
74 H 14.179 17.490 18.079  0.077
75 H 13.467 16.001 17.537  0.048
76 H 13.873 16.206 19.259  0.075
77 C 8.950 8.231 14.128  -0.494
78 C 11.765 12.820 15.365  -0.045
79 O 11.734 12.054 18.887  -0.060
80 H 19.687 14.617 15.715  0.093
81 H 12.353 11.658 21.602  0.067
82 H 17.671 16.191 18.443  0.071
83 O 13.607 11.736 11.641  -0.054
84 H 11.903 8.911 12.274  0.058
85 H 12.806 9.974 13.328  0.060
86 H 15.578 14.313 9.394  0.133
87 H 16.721 14.589 22.368  0.074
88 C 15.952 13.965 21.932  -0.063
89 C 7.901 15.267 17.860  -0.494
90 H 10.008 6.304 14.140  0.083
91 C 12.732 9.625 12.301  -0.056
92 H 13.346 15.273 11.289  0.087
93 H 17.215 12.852 16.413  0.133
94 C 17.566 13.439 14.387  -0.061
95 H 10.062 12.842 19.895  0.115
96 C 16.687 16.599 18.723  -0.055
97 C 12.480 10.348 9.914  -0.038
98 H 8.639 16.790 14.001  0.137
99 H 17.074 12.533 13.973  0.087
100 H 16.710 17.662 18.433  0.086
101 O 7.930 7.844 15.040  -0.055
102 O 17.457 13.251 20.223  -0.063
103 H 10.812 9.391 14.474  0.048
104 H 14.453 15.504 7.588  0.074
105 C 9.962 8.964 14.999  -0.063
106 H 8.850 6.503 12.840  0.079
107 H 16.540 16.450 19.790  0.079
108 C 14.204 16.406 18.231  -0.028
109 H 18.498 16.623 14.663  0.057
110 H 10.776 12.238 22.115  0.084
111 H 6.415 14.865 16.607  0.087
112 O 17.900 18.766 12.688  -0.036
113 H 12.211 14.694 16.279  0.104
114 H 19.270 14.038 17.331  0.083
115 H 11.669 11.403 11.630  0.141
116 H 15.498 17.048 14.279  0.067
117 H 14.756 12.545 19.933  0.063
118 H 7.268 15.553 19.956  0.080
119 H 16.878 14.287 14.324  0.055
120 H 10.872 10.778 21.146  0.081
121 O 13.692 13.538 9.091  -0.060
122 H 11.592 9.736 9.790  0.077
123 H 17.660 17.547 15.911  0.067
124 O 15.752 14.464 18.201  -0.081
125 H 8.011 13.993 19.616  0.072
126 H 18.428 18.082 12.285  0.080
127 C 11.708 14.008 20.241  -0.064
128 C 9.575 17.352 13.811  -0.474
129 C 12.570 10.843 11.388  -0.487
130 H 11.273 14.526 21.096  0.093
131 H 12.965 12.772 17.521  0.059
132 H 16.877 19.068 14.450  0.130

For the gap between HOMO and LUMO, the calculation gives 0.36832 Ha. As for the total energy: -58170.484 eV. Its net charge is 0. The value obtained for the LUMO energy is 0.313 eV. As for the SMILES: CC(C)O.CC(C)O.CC(C)O.CC(C)O.CC(C)O.CC(C)O.CC(C)O.CC(C)O.CC(C)O.CC(C)O.CC(C)O.

=====

- LUMO energy of number 2 (C33H88O11)?
  0.313 eV

=====

- Among the records above, which one has the highest total energy?
  C3H2FO3Rb

=====

- Among the records above, which one has the highest gap between HOMO and LUMO?
  C3H2FO3Rb